[1]
ORCA calculation (ωB97M-V/def2-TZVPD) on a cluster of 2 separate species, C4H4S4 in total.

Its strongest force on any atom is 0.85 eV/Å. The relative energy (zero: lowest compared OMol25 entry of this formula, charge and spin) is 0.090 eV. The gap between HOMO and LUMO (alpha / beta) comes out at 6.74 / 6.69 eV.

```
! wB97M-V def2-TZVPD RIJCOSX def2/J DEFGRID3
* xyz 0 1
C 1.969 0.078 -0.003
C 0.961 0.430 -0.899
C 1.660 0.395 1.294
C -0.123 1.039 -0.287
S 0.135 1.145 1.450
S -2.766 -1.899 0.435
S -1.484 1.693 -1.029
S -3.873 -0.387 -0.159
H 2.898 -0.384 -0.291
H 0.995 0.275 -1.963
H 2.250 0.224 2.173
H -2.622 -2.608 -0.720
*
```

Atom-resolved charges from natural (NBO), all expressed in e:
1 C -0.2701
2 C -0.2011
3 C -0.3627
4 C -0.4448
5 S 0.4712
6 S -0.0006
7 S 0.1062
8 S -0.1180
9 H 0.2305
10 H 0.2364
11 H 0.2378
12 H 0.1152

[2]
ORCA calculation (ωB97M-V/def2-TZVPD) on a structure of composition C4H6InO3 at a distorted geometry.

Its strongest force on any atom is 3.78 eV/Å. The relative energy (zero: lowest compared OMol25 entry of this formula, charge and spin) is 0.264 eV. The gap between HOMO and LUMO comes out at 2.47 eV.

```
! wB97M-V def2-TZVPD RIJCOSX def2/J DEFGRID3
* xyz 3 1
In -3.621 26.042 14.533
C -8.709 24.025 9.389
C -7.471 23.443 10.266
C -6.292 22.724 9.679
O -5.182 23.227 10.326
C -5.526 24.232 11.170
O -4.858 24.808 11.919
O -6.929 24.398 11.019
H -9.665 24.030 9.930
H -8.806 23.361 8.514
H -8.470 25.085 9.197
H -8.112 22.775 11.002
H -6.184 23.067 8.592
H -6.361 21.613 9.712
*
```

Atom-resolved charges from natural (NBO), all expressed in e:
1 In 1.0352
2 C -0.4653
3 C 0.0960
4 C -0.1504
5 O -0.2599
6 C 0.9538
7 O -0.3952
8 O -0.1969
9 H 0.3292
10 H 0.3393
11 H 0.3469
12 H 0.5632
13 H 0.4310
14 H 0.3730

[3]
ORCA calculation (ωB97M-V/def2-TZVPD) on the molecule C24H26N2O5S2 at a distorted geometry.

Its strongest force on any atom is 1.14 eV/Å. The relative energy (zero: lowest compared OMol25 entry of this formula, charge and spin) is 0.942 eV. Its SMILES is COc1ccc(N(CC(=O)NCCSc2ccccc2)S(=O)(=O)c2ccccc2)cc1OC. The gap between HOMO and LUMO comes out at 8.35 eV.

```
! wB97M-V def2-TZVPD RIJCOSX def2/J DEFGRID3
* xyz 0 1
C -0.274 -4.441 -1.952
O -0.455 -3.998 -0.629
C -0.024 -2.739 -0.301
C 0.793 -1.975 -1.122
C 1.228 -0.713 -0.758
C 0.865 -0.179 0.470
N 1.324 1.083 0.887
C 0.421 1.974 1.585
C -0.861 2.258 0.795
O -1.944 2.345 1.335
N -0.660 2.423 -0.526
C -1.750 2.570 -1.455
C -1.864 1.369 -2.387
S -2.175 -0.196 -1.493
C -3.599 0.209 -0.507
C -3.624 -0.228 0.810
C -4.719 0.054 1.604
C -5.785 0.775 1.093
C -5.759 1.203 -0.223
C -4.673 0.915 -1.030
S 2.573 1.817 0.047
O 2.192 2.104 -1.316
O 2.988 2.938 0.836
C 3.851 0.569 0.078
C 4.110 -0.074 1.273
C 5.118 -1.022 1.321
C 5.855 -1.307 0.181
C 5.591 -0.647 -1.009
C 4.581 0.300 -1.063
C 0.046 -0.934 1.300
C -0.417 -2.192 0.935
O -1.213 -2.785 1.869
C -2.112 -3.809 1.497
H -0.703 -3.737 -2.671
H 0.784 -4.605 -2.183
H -0.803 -5.391 -2.014
H 1.097 -2.358 -2.082
H 1.821 -0.144 -1.452
H 0.148 1.573 2.564
H 0.967 2.909 1.735
H 0.271 2.340 -0.917
H -2.662 2.684 -0.861
H -1.600 3.472 -2.060
H -0.919 1.194 -2.901
H -2.650 1.526 -3.125
H -2.782 -0.771 1.205
H -4.731 -0.280 2.631
H -6.634 1.006 1.719
H -6.588 1.763 -0.629
H -4.666 1.240 -2.059
H 3.524 0.172 2.143
H 5.330 -1.537 2.245
H 6.641 -2.046 0.221
H 6.170 -0.868 -1.892
H 4.347 0.832 -1.972
H -0.277 -0.558 2.256
H -2.706 -3.520 0.627
H -2.769 -3.936 2.358
H -1.594 -4.746 1.289
*
```

Atom-resolved charges from natural (NBO), all expressed in e:
1 C -0.2501
2 O -0.5105
3 C 0.2093
4 C -0.2525
5 C -0.2919
6 C 0.2220
7 N -0.6997
8 C -0.3229
9 C 0.6675
10 O -0.6220
11 N -0.6358
12 C -0.2463
13 C -0.5223
14 S 0.2182
15 C -0.1862
16 C -0.1555
17 C -0.1996
18 C -0.2199
19 C -0.2017
20 C -0.2392
21 S 2.3023
22 O -0.9582
23 O -0.9263
24 C -0.2360
25 C -0.1948
26 C -0.2064
27 C -0.1870
28 C -0.1964
29 C -0.2206
30 C -0.3231
31 C 0.3490
32 O -0.5156
33 C -0.2437
34 H 0.1831
35 H 0.1733
36 H 0.2001
37 H 0.2213
38 H 0.2312
39 H 0.2273
40 H 0.2655
41 H 0.4192
42 H 0.2453
43 H 0.2007
44 H 0.2274
45 H 0.2155
46 H 0.2093
47 H 0.2107
48 H 0.2118
49 H 0.2113
50 H 0.2105
51 H 0.2349
52 H 0.2231
53 H 0.2195
54 H 0.2208
55 H 0.2415
56 H 0.2327
57 H 0.1818
58 H 0.1891
59 H 0.1889

[4]
ORCA calculation (ωB97M-V/def2-TZVPD) on a cluster of 2 separate species, C6H12N2 in total at a distorted geometry.

Its strongest force on any atom is 1.54 eV/Å. The relative energy (zero: lowest compared OMol25 entry of this formula, charge and spin) is 0.475 eV. Its SMILES is Cc1c[nH]cn1.CC. The gap between HOMO and LUMO comes out at 9.57 eV.

```
! wB97M-V def2-TZVPD RIJCOSX def2/J DEFGRID3
* xyz 0 1
C 1.013 0.545 -1.952
C 0.036 1.058 -0.950
C -1.251 0.705 -0.698
N -1.718 1.540 0.292
C -0.637 2.339 0.656
N 0.395 2.078 -0.099
H 1.452 -0.416 -1.634
H 1.849 1.219 -2.076
H 0.483 0.207 -2.844
H -2.023 0.102 -1.153
H -2.415 1.216 0.955
H -0.798 3.167 1.320
C 0.820 -1.253 1.522
C 0.110 -2.224 0.607
H 0.205 -0.844 2.328
H 1.742 -1.655 1.927
H 0.963 -0.376 0.890
H 0.835 -2.651 -0.092
H -0.623 -1.669 0.016
H -0.436 -3.090 0.986
*
```

Atom-resolved charges from natural (NBO), all expressed in e:
1 C -0.6427
2 C 0.0887
3 C -0.1166
4 N -0.5409
5 C 0.1659
6 N -0.4535
7 H 0.2180
8 H 0.2389
9 H 0.2214
10 H 0.2161
11 H 0.4115
12 H 0.1969
13 C -0.6164
14 C -0.6125
15 H 0.1981
16 H 0.2061
17 H 0.2193
18 H 0.1994
19 H 0.2013
20 H 0.2012

[5]
ORCA calculation (ωB97M-V/def2-TZVPD) on a cluster of 2 separate species, CH2N2O3 in total at a distorted geometry.

Its strongest force on any atom is 5.84 eV/Å. The relative energy (zero: lowest compared OMol25 entry of this formula, charge and spin) is 2.617 eV. The gap between HOMO and LUMO (alpha / beta) comes out at 8.56 / 9.63 eV.

```
! wB97M-V def2-TZVPD RIJCOSX def2/J DEFGRID3
* xyz 0 3
C -0.601 0.006 0.158
N -0.386 1.376 0.122
N 0.643 -0.726 0.032
O 0.624 1.754 -0.393
O 1.427 -0.630 0.983
O 0.854 -1.372 -0.981
H -1.372 -0.308 -1.026
H -1.189 -0.100 1.104
*
```

Atom-resolved charges from natural (NBO), all expressed in e:
1 C -0.1721
2 N 0.0407
3 N 0.4743
4 O -0.1375
5 O -0.3519
6 O -0.3246
7 H 0.2077
8 H 0.2634

[6]
ORCA calculation (ωB97M-V/def2-TZVPD) on a structure of composition C66H78ClIMoN9O3 at a distorted geometry.

Its strongest force on any atom is 1.74 eV/Å. The relative energy (zero: lowest compared OMol25 entry of this formula, charge and spin) is 1.988 eV. The gap between HOMO and LUMO (alpha / beta) comes out at 5.29 / 5.34 eV.

```
! wB97M-V def2-TZVPD RIJCOSX def2/J DEFGRID3
* xyz 1 3
Mo 0.177 -0.164 -0.157
C 3.195 5.246 1.913
C 3.844 3.882 1.642
C 3.025 3.067 0.689
C 3.032 3.119 -0.677
C 3.961 3.903 -1.546
C 5.305 3.180 -1.701
C 1.991 2.244 -1.114
C 1.530 2.196 -2.395
C 0.506 1.402 -2.882
C 0.230 1.300 -4.256
C 0.864 2.093 -5.355
C 2.179 1.447 -5.814
C -0.627 0.217 -4.401
C -0.858 -0.267 -3.106
C -1.678 -1.457 -2.897
C -2.582 -2.004 -0.979
N -1.945 -1.117 0.022
C -2.481 -1.462 1.197
C -2.184 -0.969 2.453
C -1.241 -0.030 2.767
N -0.401 0.595 1.908
C 0.426 1.337 2.739
C 1.529 2.026 2.367
C 1.969 2.176 1.053
N 1.382 1.606 -0.036
C 0.036 1.213 4.131
C -1.005 0.358 4.151
C -1.672 -0.235 5.352
C -0.920 -1.500 5.794
C 0.679 1.910 5.286
C 0.193 3.358 5.418
C -3.457 -2.535 1.085
C -3.524 -2.903 -0.200
C -4.515 -3.936 -0.658
C -5.931 -3.343 -0.739
C -4.201 -3.103 2.253
C -5.300 -2.178 2.796
N -0.211 0.445 -2.155
C -1.213 -0.259 -5.697
C -2.492 0.512 -6.047
H 3.777 5.809 2.643
H 2.180 5.123 2.293
H 3.140 5.836 0.997
H 3.973 3.346 2.584
H 4.842 4.032 1.228
H 4.128 4.885 -1.098
H 3.522 4.070 -2.530
H 5.783 3.053 -0.731
H 5.978 3.756 -2.337
H 5.165 2.190 -2.141
H 2.014 2.836 -3.121
H 1.047 3.117 -5.026
H 0.177 2.150 -6.201
H 2.877 1.362 -4.978
H 2.650 2.041 -6.597
H 1.992 0.447 -6.211
H -1.758 -1.916 -3.874
H -2.734 -1.388 3.278
H 2.070 2.548 3.143
H -2.714 -0.479 5.141
H -1.677 0.492 6.164
H -0.898 -2.228 4.981
H -1.391 -1.960 6.663
H 0.110 -1.255 6.056
H 1.765 1.890 5.176
H 0.442 1.364 6.200
H 0.376 3.918 4.501
H 0.701 3.857 6.243
H -0.879 3.381 5.620
H -4.526 -4.738 0.083
H -4.241 -4.397 -1.592
H -6.264 -3.010 0.242
H -6.637 -4.089 -1.106
H -5.958 -2.483 -1.403
H -3.493 -3.324 3.055
H -4.652 -4.051 1.960
H -4.902 -1.196 3.054
H -5.744 -2.619 3.688
H -6.091 -2.030 2.063
H -1.437 -1.327 -5.665
H -0.474 -0.115 -6.488
H -3.265 0.342 -5.296
H -2.881 0.204 -7.019
H -2.291 1.584 -6.083
C 3.374 -1.239 2.813
C 2.912 -2.449 2.058
N 3.538 -3.591 2.232
C 3.081 -4.695 1.620
C 1.996 -4.711 0.778
C 1.529 -6.003 0.153
O 0.187 -6.332 0.495
C 1.348 -3.485 0.505
C 0.202 -3.431 -0.371
N -0.138 -2.423 -1.095
C -1.369 -2.557 -1.846
C -1.621 -3.888 -2.502
C -2.609 -4.128 -3.371
C -3.733 -3.254 -3.724
C -4.035 -2.068 -3.183
C -3.101 -1.305 -2.285
I -3.816 0.699 -1.933
C 1.790 -2.339 1.193
O 1.147 -1.203 1.114
H 4.344 -1.446 3.257
H 2.657 -1.006 3.606
H 3.435 -0.360 2.169
H 3.630 -5.605 1.839
H 2.214 -6.807 0.437
H 1.537 -5.923 -0.936
H 0.135 -6.510 1.440
H -0.388 -4.346 -0.421
H -0.926 -4.689 -2.284
H -2.641 -5.114 -3.819
H -4.438 -3.677 -4.431
H -4.946 -1.572 -3.494
C 1.780 -3.055 -5.504
C 2.826 -3.919 -4.784
C 2.259 -4.457 -3.464
C 3.087 -5.135 -5.693
C 4.158 -3.119 -4.574
O 4.759 -2.888 -5.844
C 5.102 -3.901 -3.621
C 6.611 -3.553 -3.690
C 7.070 -2.566 -2.643
C 7.023 -2.925 -1.299
C 7.409 -2.042 -0.307
C 7.851 -0.778 -0.662
Cl 8.334 0.332 0.579
C 7.928 -0.401 -1.992
C 7.542 -1.302 -2.975
C 3.966 -1.644 -4.141
N 3.416 -1.325 -2.839
C 2.138 -1.214 -2.483
N 2.067 -0.704 -1.264
C 3.372 -0.513 -0.916
N 4.210 -0.882 -1.843
H 0.938 -3.680 -5.807
H 2.214 -2.610 -6.400
H 1.384 -2.253 -4.876
H 1.257 -4.847 -3.648
H 2.189 -3.700 -2.685
H 2.871 -5.276 -3.082
H 2.199 -5.768 -5.702
H 3.919 -5.750 -5.345
H 3.278 -4.830 -6.723
H 5.005 -3.733 -6.234
H 4.997 -4.959 -3.860
H 4.751 -3.770 -2.595
H 6.857 -3.189 -4.686
H 7.168 -4.479 -3.537
H 6.688 -3.918 -1.021
H 7.372 -2.333 0.735
H 8.293 0.582 -2.256
H 7.622 -1.015 -4.018
H 3.355 -1.156 -4.899
H 4.953 -1.193 -4.166
H 1.308 -1.460 -3.117
H 3.695 -0.082 0.018
*
```

Results of the Mulliken charge analysis, in e, for atoms 1 through 99:
1 Mo -2.2807
2 C -1.2176
3 C -1.3964
4 C 0.4344
5 C 1.1373
6 C -0.9785
7 C -0.9451
8 C 0.3356
9 C -1.0301
10 C -1.1140
11 C 0.8683
12 C -1.4949
13 C -0.6810
14 C 0.9477
15 C -0.0047
16 C -1.3623
17 C 1.6734
18 N -0.1780
19 C 0.9002
20 C -1.0360
21 C 0.5451
22 N 0.0650
23 C 0.4934
24 C -0.6343
25 C -0.1247
26 N 0.6485
27 C 0.9757
28 C 0.2733
29 C -1.3518
30 C -1.1233
31 C -1.1005
32 C -1.2271
33 C 0.6999
34 C 0.5938
35 C -1.6873
36 C -1.0163
37 C -1.5058
38 C -1.0651
39 N 0.4683
40 C -1.1605
41 C -1.3696
42 H 0.4307
43 H 0.2510
44 H 0.3185
45 H 0.4850
46 H 0.3627
47 H 0.3851
48 H 0.3904
49 H 0.2898
50 H 0.5046
51 H 0.0455
52 H 0.1811
53 H 0.5590
54 H 0.3829
55 H 0.0965
56 H 0.5145
57 H 0.0731
58 H 0.7655
59 H 0.0904
60 H 0.3914
61 H 0.4501
62 H 0.5059
63 H 0.2431
64 H 0.4128
65 H 0.3155
66 H 0.3912
67 H 0.4587
68 H 0.2343
69 H 0.4208
70 H 0.3365
71 H 0.7835
72 H 0.2922
73 H 0.0928
74 H 0.4558
75 H 0.2421
76 H 0.4734
77 H 0.3232
78 H 0.2887
79 H 0.3645
80 H 0.3184
81 H 0.3959
82 H 0.5742
83 H 0.1845
84 H 0.4535
85 H 0.3112
86 C -0.8877
87 C 0.4752
88 N -0.6890
89 C -1.3294
90 C 0.5371
91 C -0.6026
92 O -0.5573
93 C 0.2619
94 C -1.8825
95 N 1.3427
96 C 2.4377
97 C -0.5552
98 C -1.0680
99 C -1.1249

[7]
ORCA calculation (ωB97M-V/def2-TZVPD) on the ion NO5S with charge -1 at a distorted geometry.

Its strongest force on any atom is 3.73 eV/Å. The relative energy (zero: lowest compared OMol25 entry of this formula, charge and spin) is 0.095 eV. Its SMILES is O=[N+]([O-])S(=O)(=O)[O-]. The gap between HOMO and LUMO comes out at 10.29 eV.

```
! wB97M-V def2-TZVPD RIJCOSX def2/J DEFGRID3
* xyz -1 1
O -1.519 -0.854 0.516
N -0.953 0.011 -0.146
O -1.580 0.838 -0.802
S 0.836 -0.023 0.069
O 0.753 0.701 1.339
O 1.092 -1.407 0.075
O 1.372 0.733 -1.051
*
```

Atom-resolved charges from natural (NBO), all expressed in e:
1 O -0.4123
2 N 0.2781
3 O -0.4092
4 S 2.4360
5 O -0.9741
6 O -0.9523
7 O -0.9661